[1]
Density functional theory data (wB97M-V/def2-TZVPD) for C41H45BBrN8O3V as an isolated structure.

Calculated values
E_HOMO (spin up / spin down): -3.148 / -4.979 eV
largest force on an atom: 0.58 eV Å⁻¹
frontier orbital gap (spin up / spin down): 0.2060 / 0.2733 Eh
total energy: -5796.32561 Eh
expectation value of S²: 3.756
net charge: -1
multiplicity: 4

Last column: Löwdin charge in e.
Positions of all 100 atoms, in Å:
V  -0.77999  0.01926  -0.48452  0.75
C  4.27026  -2.48644  -0.92123  -0.03
C  3.28623  -1.40950  -1.23781  -0.27
C  3.34843  -0.45128  -2.22122  0.03
C  2.18446  0.32133  -2.05423  -0.26
N  1.44882  -0.15824  -1.05856  0.08
N  2.13797  -1.21242  -0.55490  0.03
B  1.72755  -1.89984  0.74488  -0.48
N  1.81887  -0.82729  1.89187  0.01
N  1.97253  0.48110  1.59851  0.13
C  2.15427  1.11259  2.74504  -0.27
C  2.13573  0.20428  3.82181  0.02
C  1.93747  -1.02484  3.23028  -0.29
C  1.82516  -2.36379  3.87457  -0.02
C  2.34093  2.57038  2.73956  -0.18
C  2.79487  3.20940  1.58475  -0.04
C  2.92049  4.58887  1.54621  -0.09
C  2.60801  5.35311  2.66412  -0.11
C  2.16998  4.72373  3.82081  -0.10
C  2.03449  3.34319  3.85695  -0.05
N  0.35912  -2.64433  0.57958  0.05
N  -0.71887  -2.15342  -0.10699  0.07
C  -1.59375  -3.15087  -0.22826  -0.21
C  -1.07603  -4.30963  0.37517  0.02
C  0.16280  -3.96120  0.84981  -0.27
C  1.15678  -4.89442  1.46303  -0.03
C  -2.88734  -3.08896  -0.93688  -0.15
C  -3.10478  -2.23331  -2.01245  -0.02
C  -4.30736  -2.28247  -2.70466  -0.07
C  -5.31256  -3.15844  -2.32382  -0.10
C  -5.11144  -3.99288  -1.23244  -0.10
C  -3.90590  -3.96090  -0.54984  -0.04
C  1.87148  1.52761  -2.84190  -0.16
C  1.67889  2.76100  -2.22819  -0.04
C  1.44073  3.90162  -2.97892  -0.09
C  1.41223  3.82778  -4.36428  -0.10
C  1.64358  2.60980  -4.98784  -0.08
C  1.87785  1.47049  -4.23312  -0.05
H  5.04728  -2.49531  -1.68483  0.07
H  3.79723  -3.46858  -0.89739  0.07
H  4.74179  -2.32372  0.04969  0.08
H  4.13604  -0.29691  -2.94050  0.11
H  2.51473  -2.76631  1.01151  0.11
H  2.27015  0.39808  4.87396  0.10
H  1.99630  -2.27075  4.94649  0.08
H  2.55723  -3.06061  3.46467  0.07
H  0.83086  -2.78984  3.72539  0.08
H  3.04678  2.60249  0.72307  0.10
H  3.26917  5.06926  0.63998  0.10
H  2.70614  6.43105  2.63339  0.09
H  1.91898  5.31176  4.69536  0.10
H  1.66258  2.85798  4.75167  0.11
H  -1.52415  -5.28846  0.40705  0.11
H  0.69554  -5.87834  1.54438  0.08
H  1.47928  -4.58911  2.45403  0.05
H  2.04914  -4.98675  0.84181  0.08
H  -2.35823  -1.49467  -2.27882  0.07
H  -4.46240  -1.60794  -3.53822  0.11
H  -6.25503  -3.17544  -2.85855  0.10
H  -5.89828  -4.66289  -0.90688  0.09
H  -3.75859  -4.59750  0.31411  0.11
H  1.76119  2.82030  -1.15296  0.08
H  1.28967  4.85273  -2.48147  0.10
H  1.22204  4.71539  -4.95501  0.09
H  1.62830  2.54376  -6.06900  0.10
H  2.03096  0.51509  -4.71858  0.11
N  -0.81620  2.18819  -0.27258  -0.02
C  -1.78974  2.78575  0.65648  -0.23
C  -1.37305  2.52254  2.09645  -0.17
C  -1.69216  1.10913  2.58052  -0.21
N  -1.06570  0.02246  1.79690  0.00
H  0.12056  2.33857  0.10105  0.06
H  -0.86048  2.63504  -1.18235  0.09
H  -2.76020  2.32883  0.46199  0.10
H  -1.87403  3.86285  0.48010  0.11
H  -1.89908  3.22793  2.74717  0.11
H  -0.30438  2.73832  2.20977  0.09
H  -2.77108  0.95689  2.52723  0.11
H  -1.41190  1.02280  3.63562  0.11
H  -1.75604  -0.73192  1.76936  0.06
H  -0.24927  -0.32053  2.28328  0.05
Br  -9.49353  0.15200  -1.98470  0.67
C  -7.75787  -0.03363  -1.21655  -0.70
C  -7.60284  -0.82315  -0.09027  -0.13
C  -6.33510  -0.95647  0.45865  -0.02
C  -5.24556  -0.31680  -0.11347  -0.12
C  -5.42737  0.46972  -1.24453  -0.02
C  -6.68835  0.62112  -1.80294  -0.13
C  -3.85616  -0.51549  0.45869  -0.61
O  -3.73811  -1.20335  1.48778  0.00
O  -2.92297  0.04861  -0.17699  -0.11
H  -8.45598  -1.32729  0.34279  0.09
H  -6.16280  -1.57493  1.32984  0.12
H  -4.55628  0.93433  -1.68987  0.12
H  -6.83719  1.22533  -2.68774  0.10
C  -0.54163  -0.54051  -3.59021  -0.31
O  -1.02966  0.15463  -2.51002  -0.42
H  -0.49438  0.08724  -4.49847  0.06
H  -1.15804  -1.42037  -3.86836  0.06
H  0.47925  -0.94813  -3.44451  0.06

[2]
Density functional theory data (wB97M-V/def2-TZVPD) for C41H45NO5PW as an isolated structure in a non-equilibrium geometry.

Calculated values
E_HOMO (spin up / spin down): -0.351 / -3.095 eV
largest force on an atom: 2.78 eV Å⁻¹
frontier orbital gap (spin up / spin down): 0.0803 / 0.1811 Eh
total energy: -2428.62827 Eh
expectation value of S²: 2.022
net charge: -1
multiplicity: 3

Last column: Löwdin charge in e.
Positions of all 94 atoms, in Å:
C  0.96016  -2.42144  -6.09705  -0.25
C  1.51838  -1.52137  -4.97534  -0.06
C  0.07898  -3.46648  -5.39221  -0.04
C  0.78281  -3.68450  -4.05821  -0.15
H  0.01842  -4.36327  -6.01370  0.13
H  -0.91626  -3.03907  -5.25559  0.12
C  1.81127  -2.51022  -3.86337  -0.20
H  0.72649  -0.82328  -4.68346  0.13
H  2.40482  -0.96513  -5.29934  0.13
C  1.62712  -2.03811  -2.41813  -0.13
H  2.83644  -2.89162  -3.98906  0.15
H  1.34187  -4.63269  -4.09280  0.15
C  -0.05267  -3.62979  -2.73820  -0.51
C  0.24963  -1.65999  -7.19795  -0.43
C  2.09554  -3.13622  -6.86708  -0.41
O  1.99880  -4.25898  -7.31696  0.15
O  -0.20318  -0.53703  -7.05423  0.12
O  0.16275  -2.34351  -8.35073  -0.03
O  3.21779  -2.37745  -6.98130  -0.06
C  3.52564  -1.62519  -8.17278  -0.02
H  3.65813  -0.58020  -7.88127  0.10
H  2.73523  -1.71168  -8.92266  0.09
H  4.45761  -2.04120  -8.55153  0.09
C  -0.59393  -1.64460  -9.34706  -0.03
H  -1.54471  -1.30334  -8.92264  0.10
H  -0.75550  -2.35507  -10.15802  0.10
H  -0.03230  -0.77007  -9.69891  0.10
O  0.79454  -3.00815  -1.73564  -0.08
H  1.15942  -1.03211  -2.35127  0.13
H  2.58824  -1.99363  -1.88240  0.12
C  -0.41317  -5.03451  -2.26549  -0.02
C  -1.33058  -2.79204  -2.87182  -0.02
H  -2.07655  -3.29863  -3.49325  0.08
H  -1.12497  -1.80276  -3.29632  0.09
H  -1.77048  -2.64605  -1.87741  0.10
H  -1.03158  -4.99310  -1.36065  0.09
H  0.49025  -5.61832  -2.05245  0.09
H  -0.98256  -5.54727  -3.05100  0.09
W  0.16914  1.27954  1.26785  1.29
C  1.93888  0.75265  2.63054  -0.26
C  2.10421  -0.26712  1.63621  -0.20
C  2.53481  0.36404  0.43408  -0.17
H  2.01198  -1.33510  1.80131  0.09
C  2.52738  1.76417  0.62689  -0.21
C  2.11698  2.03655  1.97837  -0.28
H  2.11056  3.00986  2.45324  0.09
H  1.91148  0.58931  3.69767  0.08
H  2.92835  -0.14520  -0.43563  0.08
H  2.88617  2.50087  -0.08412  0.10
C  -1.96268  2.00745  0.49385  -0.22
C  -1.17040  3.04367  1.12630  -0.27
C  -0.07807  3.35033  0.23611  -0.24
H  -1.47409  3.63680  1.97689  0.08
C  -0.26240  2.58129  -0.95359  -0.19
C  -1.39407  1.74855  -0.78931  -0.17
H  -1.80632  1.09291  -1.54746  0.09
H  -2.89256  1.61144  0.87696  0.09
H  0.65514  4.13747  0.37848  0.11
H  0.29362  2.70247  -1.87571  0.09
N  -0.84070  0.74724  2.72710  -0.41
P  -1.06187  1.39860  4.17843  0.79
C  -2.77862  1.82291  4.43112  -0.34
C  -3.12579  2.67736  5.49420  -0.16
C  -4.46298  3.00150  5.72351  -0.14
C  -5.44868  2.47441  4.87750  -0.17
C  -5.11034  1.62095  3.81440  -0.14
C  -3.77097  1.28383  3.58980  -0.13
C  -0.56125  0.21544  5.42050  -0.31
C  -0.57090  0.61082  6.76867  -0.10
C  -0.15777  -0.28708  7.75325  -0.11
C  0.26894  -1.56984  7.37626  -0.13
C  0.27799  -1.96465  6.02977  -0.11
C  -0.14765  -1.07305  5.04212  -0.10
C  -0.09724  2.88500  4.58296  -0.27
C  1.21505  2.75675  5.08509  -0.10
C  1.99056  3.88481  5.35027  -0.09
C  1.44710  5.15946  5.14344  -0.10
C  0.15025  5.30932  4.63636  -0.08
C  -0.61126  4.17660  4.34125  -0.10
H  -2.35466  3.09843  6.14207  0.08
H  -4.72285  3.65671  6.56052  0.09
H  -6.49680  2.71786  5.05200  0.07
H  -5.88759  1.20057  3.16515  0.08
H  -3.47740  0.60239  2.78563  0.08
H  -0.88873  1.61701  7.04824  0.09
H  -0.17078  0.01955  8.80349  0.09
H  0.59377  -2.27908  8.13788  0.08
H  0.60770  -2.96578  5.73456  0.09
H  -0.16436  -1.35474  3.98669  0.09
H  1.63862  1.77255  5.29517  0.10
H  3.01089  3.76188  5.73417  0.10
H  2.04347  6.04077  5.38041  0.09
H  -0.27636  6.30673  4.47508  0.10
H  -1.61878  4.31092  3.94130  0.10